(1)
Computed, not measured: a cluster of 10 separate species, C10H43N3O9 in total at a distorted geometry, with ωB97M-V/def2-TZVPD.

Results
* total charge: 0
* spin multiplicity: 1
* highest occupied orbital energy: -8.0 eV

```
65
C10H43N3O9 | OMol25 | ωB97M-V/def2-TZVPD
O 6.030 2.356 -18.190
H 2.970 -2.911 -18.698
H 2.563 -0.025 -21.025
O 3.492 -1.876 -21.047
H 9.363 1.339 -16.445
H 9.747 -0.336 -16.219
O 3.676 1.061 -18.762
H 2.794 -5.957 -20.272
C 7.617 0.141 -15.954
O 7.197 -0.228 -17.235
H 7.006 0.934 -15.523
H 4.862 -0.467 -19.686
C 2.503 -0.985 -21.537
H 2.796 1.319 -19.038
H 9.402 0.641 -14.785
H 4.832 2.125 -21.732
H 1.783 -3.989 -18.393
H 5.721 4.198 -20.551
O 6.677 -3.206 -20.135
C 2.672 -3.909 -19.019
H 2.919 -3.354 -22.411
H 1.263 -5.633 -20.345
H 6.364 1.670 -17.612
H 5.117 2.116 -18.345
H 4.379 1.029 -25.088
H 6.120 -1.363 -20.142
H 7.382 -0.583 -15.174
C 5.838 2.515 -21.885
H 6.583 -3.584 -16.516
H 1.481 -1.362 -21.498
H 6.863 -3.471 -19.234
O 5.410 2.660 -24.337
O 6.844 -3.243 -17.372
C 4.183 1.958 -24.552
H 5.096 -0.808 -16.881
C 5.910 3.963 -21.598
H 2.736 -0.759 -22.578
H 7.144 -2.352 -17.194
H 1.372 -3.527 -20.632
H 6.335 -0.323 -18.830
H 9.247 -0.442 -19.845
N 2.141 -5.364 -20.765
C 3.359 -3.247 -21.420
H 7.494 2.025 -21.241
H 4.268 -3.845 -21.493
H 6.739 -4.016 -20.641
H 6.478 2.321 -20.041
H 6.282 0.976 -23.431
H 7.278 2.406 -23.412
H 6.893 4.383 -21.809
H 3.379 -4.661 -18.669
O 4.198 -1.089 -17.059
H 5.251 4.534 -22.253
H 4.072 -1.857 -16.502
O 9.146 0.337 -19.297
H 6.145 0.222 -20.382
C 6.250 2.059 -23.308
H 3.529 2.492 -25.242
N 5.871 -0.483 -19.712
H 8.448 0.110 -18.684
C 2.353 -3.970 -20.461
N 6.576 1.786 -20.893
C 9.129 0.472 -15.826
H 3.583 1.779 -23.659
H 3.533 0.356 -18.131
```

***

(2)
Computed, not measured: a cluster of 6 separate species, C48H73F7IN7O2P in total at a distorted geometry, with ωB97M-V/def2-TZVPD.

Results
* total charge: -1
* spin multiplicity: 1
* highest occupied orbital energy: -5.1 eV

```
139
C48H73F7IN7O2P | OMol25 | ωB97M-V/def2-TZVPD
H 3.880 5.166 0.625
C -1.845 -3.412 -0.164
H 5.041 -6.824 -0.077
C -6.578 -7.184 4.304
C -0.301 -5.786 -8.172
H 0.146 11.373 3.394
H 0.487 0.383 -1.506
H -1.801 -2.484 0.397
H -1.115 -4.441 1.629
H 2.904 3.044 2.325
H -0.364 -4.934 -3.414
H 0.754 -7.492 -7.519
H -3.170 -7.200 -8.944
C -6.510 -5.843 4.037
H -7.630 -6.909 1.180
O 3.161 -5.378 -0.752
C 4.798 0.437 1.615
C -1.230 3.775 1.699
C -0.743 -3.911 -3.467
H -2.974 -3.781 2.867
C -4.671 7.799 0.369
C 1.687 -3.964 -2.045
N 5.161 1.579 0.972
H 0.501 5.378 0.754
H -0.833 -4.735 -1.194
H -2.391 11.892 2.601
C -0.313 0.145 0.515
H -3.707 9.521 2.716
C -1.780 8.757 3.391
H -6.199 -5.014 4.648
H 4.375 -6.697 1.530
C 0.715 5.398 1.823
C -7.271 -6.851 2.193
C 3.965 -5.006 0.245
C 1.822 -4.739 -0.742
H 0.766 1.838 1.197
H -7.234 -8.879 2.993
H -1.283 -4.456 -5.481
C -1.580 -5.651 -8.640
C -7.061 -7.825 3.131
C 2.693 0.388 5.742
F 1.382 0.552 -6.475
H 5.827 -5.738 1.030
C -5.326 7.523 -0.801
C -1.339 2.250 1.582
C 1.730 -0.601 -5.837
H -2.800 -3.561 -0.680
H 2.570 6.491 1.820
H -0.182 2.131 -0.243
H 1.674 -4.166 0.163
H -1.263 4.245 0.716
H -4.040 -4.776 1.805
C -2.170 -6.945 -8.637
N -6.930 -5.648 2.750
H 2.545 5.147 2.957
H 2.376 4.592 -0.019
N -0.579 9.379 3.597
C 3.542 2.247 6.681
H -0.117 -3.164 -5.542
H 0.250 6.304 2.215
H -3.667 -3.123 1.416
C -1.229 -7.821 -8.168
C -0.696 10.709 3.299
H -5.027 8.204 1.300
H 2.905 2.458 0.670
H 0.258 8.929 3.917
H 6.189 1.965 -0.872
F 2.212 -1.146 -2.982
H -1.267 -8.885 -8.010
C 2.619 2.622 5.742
C 5.204 -0.595 0.867
H 2.634 -3.429 -2.119
N 2.113 1.487 5.171
F -0.467 -0.756 -5.239
H 1.595 0.189 -0.221
C 3.589 0.826 6.681
H 0.628 -2.151 0.148
C 2.983 4.603 0.884
H 2.279 3.594 5.425
F 3.006 -0.456 -5.511
C 3.365 3.176 1.346
H -2.643 7.556 0.908
N -3.355 7.461 0.206
H 4.119 2.915 7.299
C 0.056 4.164 2.463
H 0.478 -5.059 -8.017
H 5.328 3.617 0.681
F 1.538 -1.557 -6.744
C -1.986 10.941 2.902
H -1.296 1.838 2.596
H 6.244 -0.662 -1.102
C -3.244 -4.035 1.844
C 2.250 5.457 1.952
H -6.979 -4.761 2.285
C -0.212 1.664 0.744
F 1.907 -2.710 -4.375
H -2.295 1.965 1.146
N -0.096 -7.107 -7.884
H -6.311 -7.655 5.235
C -2.674 9.700 2.962
C 4.858 -6.126 0.742
I -1.916 -1.150 -2.450
C 5.795 1.251 -0.168
H 4.275 0.384 2.553
H 2.008 -1.880 -0.721
N -0.656 -3.785 -0.894
H 0.715 3.302 2.461
P 0.156 -2.772 -2.207
C -4.367 7.000 -1.709
C -2.004 -4.457 1.008
H 2.423 -0.606 5.429
H 4.208 0.199 7.300
H -1.353 -0.075 0.267
H 5.053 -1.639 1.083
O 4.051 -3.888 0.723
C 0.937 -1.720 -0.803
H 1.711 -4.718 -2.832
H -2.187 6.658 -1.386
C -3.162 6.978 -1.059
C -0.937 -3.564 -4.951
H -2.116 4.116 2.239
H -1.762 -2.861 -5.056
C 1.181 -1.826 -3.605
H 5.251 3.112 2.414
C 0.649 -0.219 -0.615
H -2.214 -5.433 0.572
F 0.801 0.499 -4.033
H -1.763 -3.997 -3.097
H -1.894 7.699 3.567
C 5.834 -0.087 -0.296
H -4.541 6.678 -2.722
H -0.037 -0.365 1.441
C 0.718 -0.721 -4.606
H 1.420 1.461 4.445
C 4.890 2.937 1.404
H -2.042 -4.728 -8.948
H 1.155 -5.593 -0.693
H -0.244 4.380 3.488
H -6.376 7.677 -0.986
```

***

(3)
Computed, not measured: a structure of composition C53H70CsGeN6O2P3 at a distorted geometry, with ωB97M-V/def2-TZVPD.

Results
* total charge: -1
* spin multiplicity: 2
* highest occupied orbital energy (alpha / beta): -3.7 / -3.7 eV

```
136
C53H70CsGeN6O2P3 | OMol25 | ωB97M-V/def2-TZVPD
H -3.123 -3.259 -4.123
H -4.342 -3.067 3.646
C -3.855 -0.744 1.904
C 4.645 -0.588 3.005
N -5.468 2.184 -0.265
C 0.433 5.067 3.356
C -0.004 0.591 -3.903
H -5.963 -2.562 1.304
C -4.149 -3.047 0.180
C 1.205 0.877 -3.022
C -1.842 4.056 3.382
H -2.967 -3.665 4.579
C -5.290 0.223 -3.351
H 0.536 2.027 -5.424
C -3.611 0.647 7.036
C -4.900 0.892 -2.194
C 5.821 -0.859 2.336
H 0.261 -0.250 -4.555
H 0.025 6.038 3.068
O -1.472 0.981 2.500
H -0.668 -3.627 3.705
H -2.539 -4.093 -0.875
C -7.728 2.388 2.710
H 0.397 4.159 -1.792
C -3.158 1.209 4.743
C 0.767 4.793 0.258
H 2.487 -0.142 4.270
H -0.315 -3.153 2.036
C 0.362 6.264 0.148
C -3.501 -4.301 -0.405
H -2.524 3.336 2.930
H -0.501 -0.340 6.111
N 1.100 0.198 2.819
C -0.424 3.916 2.830
H 1.217 6.881 -0.142
C -3.039 -2.360 -3.506
C -6.076 0.630 2.976
H -1.784 4.768 -0.602
H -0.399 6.395 -0.625
C -0.321 1.795 -4.786
H -5.660 -0.132 3.624
H 0.011 2.988 3.211
H -1.093 -1.969 -4.212
H -0.512 2.685 -4.182
C -6.107 1.989 1.014
H -1.535 -0.517 -6.048
C 4.623 -0.670 0.252
H -3.261 -0.387 2.743
H 1.034 1.729 -2.361
H 6.699 -1.105 0.386
C -7.178 1.347 3.430
C -2.057 4.393 0.398
C -1.882 0.665 4.829
C -1.488 0.093 6.046
N -3.265 3.578 0.270
H -3.186 -0.196 -5.556
H -8.570 2.942 3.101
C 3.381 -0.384 0.903
N 0.252 0.313 3.926
C -2.027 -1.396 -4.120
C 3.433 -0.346 2.346
H -6.087 -4.006 0.306
H 4.604 -0.703 -0.832
H -3.364 6.217 -0.617
H -4.570 -0.009 -4.117
P -1.412 -0.120 -2.889
H 4.647 -0.559 4.091
H -0.038 6.660 1.080
Ge -3.373 1.585 0.059
C -0.968 0.669 3.611
H -7.947 1.090 -0.669
C -0.950 -2.945 2.899
C -5.915 1.246 -1.277
H -5.001 1.645 5.739
C -7.174 2.718 1.469
N -4.410 0.365 1.151
C -4.212 5.588 -0.840
H 6.740 -1.038 2.881
C -5.505 0.948 1.749
H -0.728 -1.930 3.238
C 2.297 -0.086 3.192
H -4.727 -1.273 2.303
H -2.740 -1.800 -6.127
H -2.023 -0.369 8.065
Cs -0.192 0.156 0.447
H 1.611 4.710 0.949
H -4.276 0.643 7.890
C -2.343 0.083 7.134
C -6.459 4.090 -1.493
C -4.260 4.248 -0.414
C -7.565 0.075 -2.548
O 2.321 -0.176 0.238
H -1.845 3.894 4.462
C -7.216 0.822 -1.421
N -3.636 1.302 -1.844
H -5.172 -4.062 1.807
P -2.843 -2.048 1.070
C -5.435 3.539 -0.751
P -0.487 3.602 0.980
H -3.029 1.624 -3.782
H -7.594 1.080 4.394
H -7.172 5.862 -2.486
H -3.476 1.627 3.797
H -4.443 -2.385 -0.646
H -7.567 3.529 0.871
H -7.308 3.472 -1.755
C -5.257 6.146 -1.559
C 5.789 -0.895 0.941
H 2.074 1.101 -3.646
H 0.435 5.031 4.448
C -2.395 -0.949 -5.534
H -3.125 -1.949 4.270
C -6.376 5.415 -1.905
H -2.715 -2.660 -2.509
C -4.014 1.207 5.835
H 1.712 3.293 -0.988
H -1.189 1.638 -5.427
H -2.587 -4.131 2.192
H 1.953 4.954 -1.552
H -4.158 -4.762 -1.146
C -3.275 -2.935 3.827
H -6.886 -0.719 -4.411
C -2.429 -3.110 2.562
C -6.612 -0.180 -3.512
H 1.472 5.019 3.033
H -2.320 5.275 0.993
C -2.576 1.333 -2.826
C 1.234 4.267 -1.095
C -5.413 -3.433 0.947
H -4.032 -1.931 -3.411
H -8.581 -0.273 -2.677
H -3.326 -5.045 0.376
H -2.229 5.061 3.196
H -1.915 2.172 -2.560
H -5.176 7.183 -1.866
H 1.464 0.033 -2.384
```

***

Quick rundown of relative energy (zero: lowest compared OMol25 entry of this formula, charge and spin), same order as above: 0.0, 0.0, 23.1 kcal/mol